Run one
25
Properties=species:S:1:pos:R:3:nbo_charge:R:1 method="wB97M-V/def2-TZVPD" charge=0 smiles=CCN[C@@H](C)C(C)C lumo_ev=1.13 homo_lumo_gap_ev=9.550
C 2.064 2.175 -0.474 -0.636
C 1.470 1.627 0.839 -0.213
N 0.819 0.334 0.819 -0.638
C -0.437 0.183 0.108 -0.033
C -0.375 0.459 -1.406 -0.654
C -1.008 -1.197 0.466 -0.224
C -2.460 -1.319 0.017 -0.604
C -0.151 -2.318 -0.135 -0.627
H 2.953 2.793 -0.280 0.209
H 2.454 1.381 -1.113 0.202
H 1.352 2.762 -1.057 0.204
H 2.290 1.544 1.539 0.193
H 0.774 2.360 1.257 0.185
H 1.437 -0.451 0.652 0.358
H -1.108 0.925 0.540 0.183
H -1.026 -0.196 -1.993 0.210
H -0.685 1.481 -1.618 0.212
H 0.629 0.360 -1.827 0.211
H -0.953 -1.200 1.549 0.214
H -2.539 -1.489 -1.055 0.200
H -2.969 -2.158 0.496 0.211
H -3.039 -0.427 0.245 0.206
H 0.298 -1.972 -1.060 0.207
H 0.636 -2.677 0.535 0.211
H -0.736 -3.210 -0.382 0.214

Run two
25
Properties=species:S:1:pos:R:3:nbo_charge:R:1 method="wB97M-V/def2-TZVPD" charge=0 smiles=CCCCNCCC lumo_ev=1.15 homo_lumo_gap_ev=9.867
C -2.858 -0.767 -2.997 -0.612
C -2.492 -1.187 -1.426 -0.379
C -0.955 -1.213 -1.199 -0.429
C -0.567 0.034 -0.346 -0.216
N 0.871 0.027 0.056 -0.623
C 1.172 1.096 0.989 -0.242
C 2.602 0.829 1.508 -0.406
C 2.684 1.157 3.017 -0.599
H -3.904 -0.907 -3.149 0.206
H -2.473 0.257 -3.165 0.208
H -2.384 -1.569 -3.595 0.198
H -3.012 -0.437 -0.750 0.195
H -2.955 -2.193 -1.254 0.196
H -0.819 -2.116 -0.585 0.203
H -0.546 -1.351 -2.216 0.216
H -0.669 1.078 -0.781 0.198
H -1.117 -0.027 0.606 0.160
H 1.065 -0.918 0.549 0.334
H 1.450 2.014 0.309 0.212
H 0.371 1.051 1.800 0.177
H 3.011 -0.171 1.430 0.201
H 3.266 1.503 0.964 0.199
H 2.197 2.266 3.214 0.195
H 2.309 0.445 3.675 0.201
H 3.753 1.096 3.349 0.206

Run three
25
Properties=species:S:1:pos:R:3:nbo_charge:R:1 method="wB97M-V/def2-TZVPD" charge=0 smiles="C=NCC.CCCC" lumo_ev=1.13 homo_lumo_gap_ev=10.905
C -2.422 0.031 3.705 -0.064
N -1.687 -0.194 2.708 -0.380
C -1.110 0.968 2.042 -0.249
C -1.740 1.183 0.682 -0.610
H -2.557 1.015 4.167 0.138
H -2.970 -0.801 4.144 0.171
H -1.179 1.880 2.651 0.165
H -0.043 0.761 1.922 0.194
H -1.188 1.974 0.168 0.209
H -1.752 0.289 0.064 0.220
H -2.754 1.579 0.776 0.205
C 1.509 -1.604 0.044 -0.599
C 1.889 -1.129 -1.365 -0.390
C 0.832 -0.225 -1.985 -0.391
C 1.279 0.393 -3.306 -0.601
H 1.165 -0.762 0.645 0.197
H 2.393 -2.008 0.537 0.207
H 0.730 -2.362 -0.020 0.205
H 2.102 -1.978 -2.016 0.195
H 2.804 -0.535 -1.263 0.187
H 0.608 0.591 -1.293 0.190
H -0.094 -0.794 -2.113 0.193
H 2.206 0.948 -3.149 0.199
H 0.542 1.122 -3.649 0.206
H 1.436 -0.342 -4.095 0.202

Run four
25
Properties=species:S:1:pos:R:3:nbo_charge:R:1 method="wB97M-V/def2-TZVPD" charge=0 smiles=CC(C)CCN(C)C lumo_ev=1.04 homo_lumo_gap_ev=9.539
C 1.202 0.625 1.985 -0.636
C 0.547 -0.647 1.517 -0.238
C 1.657 -1.562 2.059 -0.582
C 0.139 -1.005 0.060 -0.382
C -0.718 0.193 -0.275 -0.230
N -0.853 0.261 -1.721 -0.448
C -2.293 0.383 -2.134 -0.429
C -0.111 1.310 -2.329 -0.411
H 0.446 1.160 2.482 0.213
H 1.892 0.680 2.866 0.229
H 1.538 1.104 1.016 0.212
H -0.335 -0.917 2.089 0.185
H 1.500 -2.661 1.950 0.192
H 1.965 -1.415 3.214 0.198
H 2.439 -1.339 1.377 0.194
H -0.471 -1.937 0.035 0.217
H 0.990 -1.039 -0.611 0.201
H -0.381 1.149 0.208 0.183
H -1.607 0.012 0.238 0.193
H -2.788 1.247 -1.759 0.184
H -2.307 -0.008 -3.140 0.216
H -2.831 -0.438 -1.547 0.184
H -0.397 1.491 -3.443 0.199
H 0.901 1.024 -2.214 0.192
H -0.123 2.329 -1.923 0.162

run one is preferred energetically. Next in line: 12.8 kcal/mol higher.

Run one
25
Properties=species:S:1:pos:R:3:nbo_charge:R:1 method="wB97M-V/def2-TZVPD" charge=0 smiles=CCC(C)(C)[C@@H](C)N lumo_ev=0.90 homo_lumo_gap_ev=8.985
C 2.625 0.663 -0.551 -0.629
C 1.154 1.018 -0.654 -0.393
C 0.036 -0.237 0.118 0.017
C 0.544 -1.595 -0.328 -0.629
C 0.141 -0.040 1.618 -0.637
C -1.208 0.200 -0.541 0.005
C -2.388 -0.957 0.269 -0.671
N -1.718 1.494 -0.348 -0.871
H 2.876 -0.187 -1.185 0.201
H 3.254 1.501 -0.866 0.211
H 2.911 0.412 0.472 0.198
H 0.941 1.936 -0.105 0.194
H 0.874 1.158 -1.700 0.187
H 1.583 -1.721 -0.030 0.214
H -0.032 -2.394 0.135 0.210
H 0.473 -1.709 -1.409 0.210
H 1.189 0.011 1.910 0.215
H -0.320 -0.873 2.146 0.214
H -0.338 0.880 1.952 0.201
H -1.227 -0.065 -1.597 0.200
H -2.681 -0.497 1.210 0.192
H -3.225 -0.947 -0.425 0.204
H -2.103 -1.990 0.439 0.192
H -1.720 1.821 0.607 0.377
H -1.640 2.119 -1.135 0.388

Run two
25
Properties=species:S:1:pos:R:3:nbo_charge:R:1 method="wB97M-V/def2-TZVPD" charge=0 lumo_ev=-1.57 homo_lumo_gap_ev=5.012
C -0.450 1.282 0.082 0.016
C -1.343 0.150 0.012 -0.330
C -2.772 0.714 0.341 -0.610
C -1.316 -0.544 -1.349 -0.512
C 0.699 1.444 1.004 -0.319
N 1.511 0.213 1.225 -0.598
C 2.456 -0.060 0.145 -0.223
C 2.792 -1.524 0.025 -0.622
H -0.416 1.924 -0.798 0.190
H -3.158 -1.848 -1.551 -0.091
H -1.175 -0.460 0.901 0.210
H -2.762 1.070 1.374 0.201
H -3.503 -0.088 0.352 0.219
H -3.229 1.556 -0.182 0.212
H -0.420 -1.146 -1.537 0.209
H -1.260 0.289 -2.060 0.210
H -2.328 -1.331 -1.386 0.072
H 1.391 2.233 0.728 0.210
H 0.382 1.664 2.033 0.225
H 0.865 -0.564 1.298 0.347
H 3.354 0.545 0.280 0.183
H 2.055 0.278 -0.826 0.164
H 3.695 -1.717 -0.550 0.219
H 2.947 -2.068 0.960 0.214
H 1.984 -2.013 -0.521 0.202

run one is preferred energetically. Next in line: 122.4 kcal/mol higher.

Run one
25
Properties=species:S:1:pos:R:3:nbo_charge:R:1 method="wB97M-V/def2-TZVPD" charge=+2 lumo_ev="-11.10 / -11.10" homo_lumo_gap_ev="7.449 / 7.446"
C -2.052 0.186 -1.052 0.333
C 2.709 -0.303 -0.272 0.169
C 0.732 -1.315 -0.433 0.389
C -2.388 -1.059 -0.450 -0.528
C 1.785 -1.056 -1.216 -0.602
C 1.215 1.635 -0.107 -0.415
C -1.331 -1.066 0.756 -0.218
C 0.081 0.888 0.463 0.671
C -0.710 1.608 1.465 -0.803
N 2.476 0.874 0.058 -0.252
N -1.519 1.105 -1.455 -0.317
N -0.051 -0.487 0.308 -0.395
H 3.616 -0.829 0.123 0.290
H 0.282 -2.339 -0.517 0.272
H -3.420 -1.175 0.040 0.333
H -2.163 -1.763 -1.290 0.290
H 1.593 -0.315 -1.945 0.328
H 2.327 -1.855 -1.628 0.313
H 0.938 1.676 -1.231 0.351
H 1.405 2.550 0.486 0.315
H -1.651 -0.726 1.740 0.281
H -1.162 -2.097 0.858 0.250
H -0.490 2.731 1.381 0.303
H -0.385 1.410 2.435 0.316
H -1.835 1.722 1.484 0.326

Run two
25
Properties=species:S:1:pos:R:3:nbo_charge:R:1 method="wB97M-V/def2-TZVPD" charge=+2 lumo_ev=-7.32 homo_lumo_gap_ev=6.674
C -7.487 1.992 -0.014 -0.173
C -7.549 1.345 -1.280 -0.245
C -7.743 1.101 0.952 -0.019
C -8.153 -2.171 -1.372 0.271
C -8.205 -1.313 0.958 0.358
C -7.734 0.027 -1.156 0.353
C 12.195 1.425 -0.392 -0.759
C 11.103 -0.406 0.919 -0.752
C 12.249 0.304 0.397 0.363
N -7.858 -1.052 -1.831 -0.393
N -8.250 -2.375 0.051 -0.533
N -7.784 -0.150 0.502 -0.343
H -7.234 2.961 0.251 0.256
H -7.322 1.974 -2.174 0.285
H -7.936 1.275 2.096 0.245
H -8.243 -3.039 -2.023 0.235
H -8.255 -1.471 2.013 0.242
H 11.147 1.714 -0.657 0.271
H 12.992 2.186 -0.138 0.338
H 12.620 0.959 -1.312 0.356
H 11.220 -1.436 0.546 0.332
H 10.124 0.198 0.729 0.281
H 11.435 -0.660 1.937 0.327
H 13.284 -0.069 0.649 0.243
H -8.614 -3.321 0.347 0.462

run two is preferred energetically. Next in line: 93.7 kcal/mol higher.

Run one
13
Properties=species:S:1:pos:R:3:nbo_charge:R:1 method="wB97M-V/def2-TZVPD" charge=0 lumo_ev=0.90 homo_lumo_gap_ev=9.781
C 0.227 0.120 0.497 0.604
C -1.145 -0.346 0.507 0.030
C -2.174 0.551 -0.202 -0.636
C 2.540 -0.165 -0.233 -0.424
N 1.382 0.369 0.388 -0.377
O -0.628 -1.392 -0.206 -0.697
H -1.473 -0.603 1.531 0.173
H -1.831 1.581 -0.248 0.212
H -3.121 0.514 0.331 0.215
H -2.317 0.185 -1.216 0.236
H 2.341 -1.087 -0.782 0.222
H 3.287 -0.332 0.540 0.221
H 2.913 0.606 -0.908 0.220

Run two
13
Properties=species:S:1:pos:R:3:nbo_charge:R:1 method="wB97M-V/def2-TZVPD" charge=0 smiles="CN1C[C@H]1C=O" lumo_ev=0.96 homo_lumo_gap_ev=10.147
C 0.369 0.608 -1.586 -0.408
N -0.386 -0.289 -0.762 -0.395
C 0.113 -1.270 0.113 -0.197
C -0.810 -0.103 0.588 -0.182
C -0.145 0.600 1.710 0.404
O -0.730 0.939 2.713 -0.526
H 0.551 0.099 -2.538 0.208
H 1.326 0.967 -1.177 0.172
H -0.282 1.461 -1.792 0.211
H -0.312 -2.267 0.107 0.204
H 1.197 -1.260 0.321 0.188
H -1.900 -0.140 0.684 0.220
H 0.958 0.656 1.640 0.103

Run three
13
Properties=species:S:1:pos:R:3:nbo_charge:R:1 method="wB97M-V/def2-TZVPD" charge=0 smiles=N#CCCCO lumo_ev=0.80 homo_lumo_gap_ev=11.667
N -0.922 -0.787 2.496 -0.337
C -0.191 -0.883 1.604 0.285
C 0.703 -0.970 0.442 -0.519
C 0.041 -0.458 -0.847 -0.409
C -0.409 0.975 -0.734 -0.074
O 0.519 1.797 -0.041 -0.716
H 1.590 -0.368 0.657 0.267
H 1.021 -2.010 0.322 0.252
H 0.749 -0.582 -1.669 0.217
H -0.869 -1.019 -1.073 0.218
H -0.712 1.439 -1.673 0.185
H -1.310 0.988 -0.068 0.147
H -0.210 1.878 0.583 0.483

run three is preferred energetically. Next in line: 23.5 kcal/mol higher.